No. 1
ORCA calculation (ωB97M-V/def2-TZVPD) on a structure of composition C8H20BrInOP.

Each line ends with the Mulliken charge.
CARTESIAN COORDINATES (ANGSTROEM)
C: -0.841 1.701 -3.654  -0.578
C: -0.642 3.110 -2.838  -0.511
C: -0.812 2.974 -1.198  -0.312
C: 0.391 2.098 -0.478  -0.723
In: -0.057 -0.127 -0.318  0.480
O: -1.678 -0.645 -1.614  -0.732
Br: 2.041 -1.436 -1.316  -0.588
P: -0.739 -0.909 1.994  0.057
C: 0.686 -0.835 3.262  -0.552
C: 2.150 -0.429 2.645  -0.665
C: -1.155 -2.791 1.781  -0.598
C: 0.164 -3.537 1.093  -0.563
H: -0.086 0.906 -3.199  0.029
H: -1.924 1.299 -3.368  0.167
H: -0.657 1.765 -4.809  0.317
H: 0.388 3.615 -3.146  0.237
H: -1.496 3.848 -3.226  0.261
H: -0.709 4.080 -0.760  0.276
H: -1.887 2.600 -0.868  0.195
H: 1.351 2.247 -1.167  0.182
H: 0.594 2.621 0.571  0.241
H: -1.778 -1.651 -1.482  0.201
H: 0.761 -1.925 3.743  0.238
H: 0.381 -0.111 4.159  0.303
H: 2.295 -0.659 1.507  0.093
H: 2.952 -1.101 3.219  0.251
H: 2.350 0.694 2.930  0.239
H: -2.014 -2.874 0.957  0.210
H: -1.489 -3.310 2.776  0.315
H: 1.169 -3.083 1.526  0.118
H: 0.167 -3.447 -0.089  0.125
H: 0.124 -4.691 1.367  0.287

Results
M: 357.94 g/mol
Relative energy (zero: lowest compared OMol25 entry of this formula, charge and spin): 380.3 kJ/mol
Calculated total energy: -3497.51794 Eh
E_LUMO: 3.04 eV
Charge: -1

No. 2
ORCA calculation (ωB97M-V/def2-TZVPD) on a structure of composition C6H17I2N6O2.

Each line ends with the Mulliken charge.
CARTESIAN COORDINATES (ANGSTROEM)
C: -2.761 -0.823 1.447  -1.297
C: -2.140 -1.466 0.242  0.488
I: -3.437 -2.654 -0.861  0.217
C: -0.858 -1.322 -0.091  -0.722
I: 0.120 -2.204 -1.713  0.253
N: 0.068 -0.471 0.689  -0.027
C: -0.158 1.013 0.571  -0.433
N: 1.088 1.717 0.340  -0.592
H: -2.896 -1.549 2.242  0.356
H: -2.184 0.005 1.837  0.281
H: -3.732 -0.425 1.173  0.440
H: 1.002 -0.666 0.322  0.460
H: 0.105 -0.788 1.663  0.326
H: -0.542 1.346 1.529  0.215
H: -0.931 1.221 -0.162  0.446
H: 1.673 1.235 -0.334  0.261
H: 0.878 2.603 -0.098  0.261
C: 2.810 -0.878 3.510  0.656
O: 1.785 -0.662 4.138  -0.647
N: 3.120 -0.123 2.404  -0.381
N: 3.685 -1.868 3.830  -0.387
H: 3.925 -0.269 1.824  0.176
H: 2.473 0.611 2.183  0.203
H: 3.471 -2.427 4.635  0.238
H: 4.530 -2.049 3.322  0.172
C: -0.911 1.173 -4.343  0.688
O: 0.212 0.703 -4.346  -0.608
N: -1.850 0.763 -3.424  -0.272
N: -1.322 2.127 -5.226  -0.385
H: -2.785 1.120 -3.369  0.171
H: -1.540 0.053 -2.792  0.036
H: -0.654 2.438 -5.906  0.236
H: -2.244 2.517 -5.236  0.169

Results
M: 459.05 g/mol
Calculated total energy: -1313.02430 Eh
E_LUMO: -3.40 eV
Charge: +1

No. 3
ORCA calculation (ωB97M-V/def2-TZVPD) on a cluster of 2 separate species, C32H50BrClN6O6S2 in total.

Each line ends with the Mulliken charge.
CARTESIAN COORDINATES (ANGSTROEM)
C: -2.918 -1.426 5.203  -1.072
C: -1.762 -0.443 5.107  -0.425
O: -1.084 -0.641 3.885  -0.092
C: -0.361 0.486 3.418  -0.644
C: 0.858 0.016 2.621  -2.288
C: 0.941 0.303 1.145  0.815
C: 1.605 1.475 0.750  -0.122
N: 2.042 2.474 1.674  -0.122
C: 1.860 1.696 -0.598  0.343
O: 2.567 2.753 -1.083  -0.633
C: 2.100 4.062 -0.759  -0.851
C: 3.125 4.849 0.042  -0.574
N: 2.448 5.790 0.918  -0.314
C: 3.347 6.439 1.856  -0.776
C: 2.560 7.297 2.865  0.294
C: 2.380 8.724 2.375  -1.417
O: 1.300 6.720 3.184  -0.609
C: 1.460 0.743 -1.536  1.194
C: 0.780 -0.403 -1.158  -2.081
C: 0.461 -0.599 0.194  0.156
C: -0.360 -1.772 0.657  -1.833
C: -1.871 -1.516 0.674  0.123
N: -2.418 -1.682 -0.674  -0.297
N: -2.163 -0.197 1.258  -0.205
N: -2.468 -2.570 1.482  -0.186
N: 0.496 -1.434 -2.128  1.785
C: 1.676 -2.326 -2.345  -0.771
O: 2.409 -2.424 -1.163  -0.270
C: 3.797 -2.178 -1.300  -0.066
C: 4.485 -2.600 -0.017  -1.295
C: 0.057 -0.955 -3.401  -1.253
C: -0.892 -1.672 -4.122  -0.446
Br: -1.626 -3.290 -3.502  -0.132
C: -1.310 -1.257 -5.369  -0.485
C: -0.791 -0.119 -5.957  0.847
C: -1.263 0.298 -7.324  -1.836
C: -2.574 1.046 -7.343  0.763
O: -2.724 2.168 -7.719  -0.446
Cl: -3.981 0.118 -6.775  -0.180
C: 0.185 0.611 -5.271  0.583
S: 0.953 2.048 -5.976  -0.321
C: 0.607 0.182 -4.007  0.700
S: 1.890 1.076 -3.210  -0.437
H: -2.653 -2.308 4.620  0.173
H: -3.074 -1.757 6.226  0.373
H: -3.836 -1.008 4.797  0.293
H: -2.119 0.587 5.184  0.419
H: -1.071 -0.603 5.944  0.310
H: -1.014 1.122 2.815  0.321
H: -0.020 1.056 4.288  0.682
H: 0.940 -1.053 2.797  0.777
H: 1.743 0.458 3.077  0.601
H: 1.383 2.610 2.426  0.242
H: 2.956 2.273 2.057  0.232
H: 1.922 4.569 -1.708  0.438
H: 1.156 3.991 -0.219  0.340
H: 3.756 4.156 0.610  0.255
H: 3.780 5.399 -0.635  0.486
H: 1.748 5.277 1.439  0.275
H: 4.000 7.102 1.286  0.346
H: 3.966 5.699 2.380  0.416
H: 3.110 7.312 3.805  0.342
H: 1.814 9.303 3.102  0.375
H: 1.814 8.718 1.441  0.322
H: 3.339 9.205 2.194  0.370
H: 0.746 6.798 2.399  0.338
H: -0.206 -2.637 0.018  0.463
H: -0.083 -2.044 1.669  0.469
H: -3.415 -1.485 -0.609  0.313
H: -2.049 -0.950 -1.272  0.219
H: -3.113 -0.160 1.599  0.235
H: -1.994 0.550 0.599  0.269
H: -3.429 -2.723 1.197  0.320
H: -2.496 -2.264 2.451  -0.114
H: 1.297 -3.314 -2.613  0.277
H: 2.296 -1.935 -3.159  0.524
H: 3.970 -1.114 -1.493  0.145
H: 4.206 -2.734 -2.148  0.439
H: 4.438 -1.820 0.740  0.240
H: 5.533 -2.826 -0.206  0.405
H: 4.005 -3.493 0.379  0.316
H: -2.040 -1.845 -5.903  0.445
H: -1.380 -0.585 -7.955  0.461
H: -0.555 0.966 -7.803  0.529
H: -0.174 2.689 -6.307  0.212
C: -2.628 -7.036 1.207  -0.608
C: -3.378 -6.474 0.006  -0.222
C: -4.694 -6.044 0.647  -0.504
O: -4.389 -5.676 2.000  -0.435
C: -3.056 -6.087 2.316  -0.126
H: -1.548 -7.053 1.064  0.339
H: -2.959 -8.053 1.429  0.279
H: -2.838 -5.610 -0.387  0.043
H: -3.515 -7.191 -0.803  0.336
H: -5.414 -6.870 0.661  0.332
H: -5.158 -5.193 0.146  0.265
H: -2.413 -5.201 2.334  -0.018
H: -3.032 -6.561 3.298  0.299

Results
M: 794.28 g/mol
Calculated total energy: -5859.86664 Eh
E_LUMO: 0.36 eV
SMILES: CCOCCc1c(N)c(OCCNC[C@@H](C)O)c2c(c1CC(N)(N)N)N(COCC)c1c(Br)cc(CC(=O)Cl)c(S)c1S2.C1CCOC1

No. 4
ORCA calculation (ωB97M-V/def2-TZVPD) on the molecule C3H4N2.

Each line ends with the Mulliken charge.
CARTESIAN COORDINATES (ANGSTROEM)
N: -0.945 -0.470 -0.043  0.151
C: -0.435 0.854 0.124  -0.209
C: 1.011 0.755 0.373  -0.668
C: 1.167 -0.642 0.099  -0.101
N: 0.038 -1.328 -0.107  -0.503
H: -1.890 -0.783 -0.208  0.240
H: -1.111 1.588 0.555  0.433
H: -0.086 1.226 -0.881  0.229
H: 2.097 -1.195 0.070  0.428

Results
M: 68.08 g/mol
Relative energy (zero: lowest compared OMol25 entry of this formula, charge and spin): 377.2 kJ/mol
Calculated total energy: -226.08150 Eh
E_LUMO: 0.10 eV